(1)
C16H44ClN3O3Ti | the ωB97M-V functional and the def2-TZVPD basis

Output
Net charge: +3
Spin multiplicity: 4
Orbital gap (alpha / beta), eV: 7.24 / 8.83
Highest occupied orbital energy (alpha / beta), eV: -15.26 / -17.08

Cartesian coordinates (Å):
H: -2.424 -2.997 0.262
H: -0.381 1.220 -0.923
C: -3.907 2.664 0.074
H: -3.320 -3.703 4.937
C: -1.695 -2.558 -0.420
C: 2.963 1.529 -1.931
H: 3.042 2.961 0.455
N: 3.559 2.105 0.314
H: -2.565 -1.745 -3.232
C: -0.577 0.298 3.655
H: -4.565 2.934 -0.752
H: -2.426 -4.350 3.582
C: -1.503 -2.043 4.017
C: 4.143 2.025 -1.101
H: -1.607 -0.482 0.131
O: 1.810 2.397 -1.875
H: -1.901 -0.881 -5.472
H: -0.900 0.370 -4.838
H: 2.583 4.294 -1.554
H: -4.516 2.493 0.962
H: -0.610 0.026 2.600
N: -1.227 -0.494 -1.997
C: -2.366 -4.145 4.651
H: 1.028 -2.646 4.370
Ti: 3.556 -3.288 0.358
C: 2.013 3.752 -2.309
H: -1.398 -2.334 2.972
O: -1.357 -3.127 4.881
H: -1.933 -3.093 -1.339
O: -3.056 1.599 -0.282
H: -1.574 0.682 3.870
H: 3.289 1.284 -2.942
H: 2.366 3.898 -3.330
N: 1.027 -1.651 4.196
H: 4.267 2.032 1.030
H: 1.024 4.201 -2.397
H: 0.064 -2.195 -2.244
H: -0.353 -1.225 -4.746
H: -3.029 -0.901 -0.866
H: -2.077 -5.088 5.116
H: 1.185 -1.596 3.200
H: 0.594 -0.688 -2.989
H: -0.716 -2.952 -0.144
C: -0.390 -1.057 4.447
H: -2.043 2.867 -1.519
C: -1.083 1.045 -1.738
H: -0.672 1.437 -2.668
H: -2.484 -1.658 4.295
H: 1.730 -1.064 4.622
H: -2.975 -0.184 -3.241
H: -3.113 1.825 -2.362
H: -0.386 -0.864 5.519
H: 5.479 0.726 -2.161
H: -3.257 3.531 0.193
H: 5.244 0.216 -0.436
C: -1.972 -1.099 -0.690
C: 0.190 -1.126 -2.076
C: 5.313 1.050 -1.134
H: 6.278 1.475 -0.859
C: -2.448 1.855 -1.499
H: 3.085 1.245 0.552
H: 2.663 0.523 -1.640
H: 0.217 1.037 3.758
H: 4.402 3.059 -1.327
H: 0.729 -0.888 -1.159
C: -2.062 -0.779 -3.286
C: -1.262 -0.636 -4.623
Cl: 2.287 -1.121 1.080

How is the electron density shared among the atoms? According to Mulliken, the charges in e are: number 1, H, carries 0.44; number 2, H, carries 0.36; number 3, C, carries -0.82; number 4, H, carries 0.31; number 5, C, carries -1.68; number 6, C, carries -0.77; number 7, H, carries 0.39; number 8, N, carries -0.01; number 9, H, carries 0.44; number 10, C, carries -0.98; number 11, H, carries 0.34; number 12, H, carries 0.27; number 13, C, carries -0.67; number 14, C, carries 0.29; number 15, H, carries 0.26; number 16, O, carries -0.23; number 17, H, carries 0.41; number 18, H, carries 0.36; number 19, H, carries 0.33; number 20, H, carries 0.26; number 21, H, carries 0.05; number 22, N, carries 0.41; number 23, C, carries -0.69; number 24, H, carries 0.39; number 25, Ti, carries 0.65; number 26, C, carries -0.85; number 27, H, carries 0.24; number 28, O, carries -0.37; number 29, H, carries 0.51; number 30, O, carries -0.24; number 31, H, carries 0.42; number 32, H, carries 0.46; number 33, H, carries 0.35; number 34, N, carries -0.07; number 35, H, carries 0.42; number 36, H, carries 0.26; number 37, H, carries 0.45; number 38, H, carries 0.36; number 39, H, carries 0.44; number 40, H, carries 0.28; number 41, H, carries -0.06; number 42, H, carries 0.54; number 43, H, carries 0.28; number 44, C, carries 0.14; number 45, H, carries 0.55; number 46, C, carries -0.41; number 47, H, carries 0.39; number 48, H, carries 0.53; number 49, H, carries 0.41; number 50, H, carries 0.40; number 51, H, carries 0.46; number 52, H, carries 0.36; number 53, H, carries 0.38; number 54, H, carries 0.35; number 55, H, carries 0.29; number 56, C, carries -0.06; number 57, C, carries -1.00; number 58, C, carries -1.41; number 59, H, carries 0.42; number 60, C, carries -1.09; number 61, H, carries -0.12; number 62, H, carries 0.33; number 63, H, carries 0.41; number 64, H, carries 0.38; number 65, H, carries 0.02; number 66, C, carries -0.43; number 67, C, carries -1.32; number 68, Cl, carries -0.55

(2)
C50H45BrCl2FN8O7PPbS | the ωB97M-V functional and the def2-TZVPD basis

Output
Net charge: -2
Orbital gap, eV: 5.87
Highest occupied orbital energy, eV: -2.06

Cartesian coordinates (Å):
C: 3.137 0.168 2.915
C: 1.326 -1.309 -5.182
H: 6.465 -3.583 0.555
H: -2.782 4.846 3.249
C: 0.123 -5.442 -1.834
S: 0.026 -2.838 -0.918
H: 1.198 -4.074 2.556
C: 0.393 3.844 -3.383
C: -1.331 4.738 -1.962
H: 2.478 -1.346 -6.992
C: -1.351 3.293 3.170
H: -2.417 0.831 -1.407
O: -2.559 7.044 4.290
C: 1.980 -1.614 2.142
H: 0.434 -1.176 -3.229
P: 2.373 -0.132 -1.415
C: -0.987 5.383 4.323
H: -0.021 3.467 0.944
H: -5.898 -3.154 2.652
O: 0.404 1.694 3.183
C: -0.422 -4.143 -1.953
H: 6.607 -1.149 0.997
C: 0.952 3.577 0.480
H: 1.215 4.015 -4.068
H: 4.311 3.734 -1.266
H: -3.993 -3.392 -1.175
Pb: -0.300 0.413 0.397
H: -1.833 5.601 -1.542
C: 1.386 -3.614 3.526
H: 4.534 0.017 -3.499
C: 0.002 2.560 -3.030
C: -1.801 -0.890 3.406
C: 1.322 -1.005 -3.826
C: -2.263 2.447 2.301
O: 2.781 4.118 5.292
C: 3.622 -0.331 -3.973
C: 2.598 2.541 -0.732
C: 3.354 3.720 -0.758
H: -2.502 3.299 -0.893
Cl: -2.117 -2.491 -3.315
C: -1.046 2.321 -2.128
C: -3.150 -0.665 4.063
C: -2.979 -1.929 1.642
H: -1.244 -1.663 3.956
Cl: 1.322 -5.755 -0.602
H: -3.036 -0.458 5.129
H: -5.804 -4.264 0.372
H: 3.979 1.572 -1.835
C: 0.248 4.955 4.776
C: 1.632 4.776 0.515
N: -4.059 -2.246 2.452
H: -3.635 0.198 3.599
C: -0.043 2.783 3.574
N: -1.455 6.684 4.686
H: 3.436 5.759 -0.130
C: -3.993 -1.909 3.862
N: 1.918 3.270 5.086
H: -5.756 -2.491 0.301
H: 0.538 1.714 -3.448
C: -1.164 -6.336 -3.649
C: 3.276 -0.378 4.183
C: -4.962 -3.324 2.111
F: 0.103 6.186 -3.175
H: 0.426 -1.699 -5.643
C: 2.712 -1.622 4.392
H: 2.004 -4.290 4.121
C: -1.367 0.961 -1.675
C: -1.359 -4.031 -3.008
C: 2.468 -0.511 -3.211
H: 1.470 -2.076 1.300
N: 1.419 2.476 -0.121
N: 3.102 1.415 -1.361
H: -3.580 -2.751 4.441
C: -1.708 3.448 -1.615
C: -0.227 -6.508 -2.642
H: 4.559 -4.479 -0.762
H: -1.067 0.195 -2.390
C: 5.796 -1.548 0.399
O: -1.760 2.029 1.199
H: 2.830 -2.962 -1.621
H: 1.203 5.627 1.025
H: 4.863 0.364 0.152
C: 5.713 -2.911 0.156
C: 4.649 -3.414 -0.583
H: 2.783 -2.086 5.370
C: 4.821 -0.690 -0.094
H: -1.186 0.012 3.448
H: 4.528 -0.479 -5.910
C: 3.626 -0.622 -5.327
N: -3.096 -2.265 0.305
H: -2.186 -2.219 -0.151
H: -5.019 -1.751 4.211
H: -2.457 -4.904 -4.608
C: -3.869 -3.424 -0.092
C: -5.208 -3.382 0.616
C: -1.727 -5.082 -3.829
H: -3.352 -4.366 0.148
C: 3.679 -2.558 -1.081
Br: 3.901 1.879 2.561
H: 3.772 0.172 4.967
C: 2.863 4.840 -0.125
H: -4.566 -4.293 2.458
O: -3.431 2.296 2.657
C: 2.474 -1.113 -5.934
C: 0.677 3.688 4.460
H: 0.422 -3.510 4.031
O: -0.739 7.402 5.383
O: 2.033 2.108 5.432
C: 3.761 -1.184 -0.845
C: -0.281 4.916 -2.837
C: -1.793 4.524 3.547
N: 2.513 -0.410 1.925
N: -1.931 -1.293 2.015
C: 2.046 -2.274 3.357
H: -1.447 -7.164 -4.286
H: 0.857 5.593 5.397
H: 0.243 -7.468 -2.475

Mulliken population analysis, charges in e, atoms 1 to 99: number 1, C, carries -0.15; number 2, C, carries -0.89; number 3, H, carries 0.36; number 4, H, carries 0.59; number 5, C, carries 0.24; number 6, S, carries 0.15; number 7, H, carries 0.19; number 8, C, carries -0.69; number 9, C, carries -0.73; number 10, H, carries 0.36; number 11, C, carries 1.14; number 12, H, carries 0.79; number 13, O, carries -0.68; number 14, C, carries 0.30; number 15, H, carries -0.42; number 16, P, carries 0.42; number 17, C, carries -1.10; number 18, H, carries 0.56; number 19, H, carries 0.35; number 20, O, carries -0.19; number 21, C, carries -1.07; number 22, H, carries 0.40; number 23, C, carries -0.73; number 24, H, carries 0.43; number 25, H, carries 0.47; number 26, H, carries 0.33; number 27, Pb, carries 2.60; number 28, H, carries 0.41; number 29, C, carries -1.49; number 30, H, carries 0.24; number 31, C, carries 0.07; number 32, C, carries 0.18; number 33, C, carries 0.77; number 34, C, carries -0.52; number 35, O, carries -0.68; number 36, C, carries -0.83; number 37, C, carries -0.86; number 38, C, carries -0.98; number 39, H, carries 0.36; number 40, Cl, carries -0.19; number 41, C, carries 0.75; number 42, C, carries -0.52; number 43, C, carries -0.21; number 44, H, carries 0.03; number 45, Cl, carries -0.25; number 46, H, carries 0.44; number 47, H, carries 0.40; number 48, H, carries 0.29; number 49, C, carries -0.48; number 50, C, carries -1.30; number 51, N, carries 0.27; number 52, H, carries 0.15; number 53, C, carries 0.59; number 54, N, carries 1.04; number 55, H, carries 0.42; number 56, C, carries -0.95; number 57, N, carries 1.07; number 58, H, carries 0.31; number 59, H, carries 0.25; number 60, C, carries -0.39; number 61, C, carries -0.76; number 62, C, carries -0.73; number 63, F, carries -0.42; number 64, H, carries 0.43; number 65, C, carries -0.74; number 66, H, carries 0.45; number 67, C, carries -2.16; number 68, C, carries 0.39; number 69, C, carries 0.55; number 70, H, carries 0.27; number 71, N, carries 1.59; number 72, N, carries 0.99; number 73, H, carries 0.28; number 74, C, carries -0.37; number 75, C, carries -0.71; number 76, H, carries 0.42; number 77, H, carries 0.40; number 78, C, carries -0.46; number 79, O, carries -0.31; number 80, H, carries 0.29; number 81, H, carries 0.59; number 82, H, carries 0.35; number 83, C, carries -0.62; number 84, C, carries -0.58; number 85, H, carries 0.39; number 86, C, carries -0.70; number 87, H, carries -0.59; number 88, H, carries 0.38; number 89, C, carries -0.76; number 90, N, carries 0.34; number 91, H, carries -0.65; number 92, H, carries 0.48; number 93, H, carries 0.40; number 94, C, carries -0.43; number 95, C, carries -0.76; number 96, C, carries -0.81; number 97, H, carries 0.25; number 98, C, carries -0.30; number 99, Br, carries -0.14

Respective M values: 409.87; 1310.01 g/mol.
Respective strongest force on any atom values: 2.48; 0.26 eV Å⁻¹.